Density functional theory data (ωB97M-V/def2-TZVPD) for a 2-piece molecular cluster, C4H8 overall at a distorted geometry.

Its SMILES is C=C.C=C.

```
! RIJCOSX wB97M-V def2-TZVPD def2/J DEFGRID3
* xyz 0 1
C 5.8289 -0.3505 1.0200
C 4.9720 -0.9654 1.7857
H 6.5167 0.3236 1.6049
H 5.7984 -0.2173 -0.1397
H 5.1995 -1.0520 2.8793
H 4.0641 -1.3802 1.3748
C -5.5493 0.8279 -2.0045
C -5.2931 0.4398 -0.7728
H -4.6294 1.2145 -2.6798
H -6.2659 0.6617 -2.6833
H -4.4249 0.3304 -0.1591
H -6.2170 0.1675 -0.2254
*
```

---

Density functional theory data (ωB97M-V/def2-TZVPD) for one molecule with the formula C4H8 at a distorted geometry.

Its SMILES is C=CCC.

```
! RIJCOSX wB97M-V def2-TZVPD def2/J DEFGRID3
* xyz 0 1
C -1.1834 -0.0301 1.2177
C 0.1381 0.3734 0.5639
C 0.2084 -0.0344 -0.8632
C 1.3180 -0.2225 -1.5133
H -1.8030 0.8601 1.0725
H -1.6843 -0.9679 0.8177
H -0.9995 -0.4427 2.2795
H 0.9637 -0.1232 1.0368
H 0.0609 1.4772 0.4469
H -0.7366 -0.4433 -1.2189
H 1.4233 -0.5694 -2.6480
H 2.2944 0.1227 -1.1914
*
```

---

Density functional theory data (ωB97M-V/def2-TZVPD) for one molecule with the formula C4H8 at a distorted geometry.

Its SMILES is C=C(C)C.

```
! RIJCOSX wB97M-V def2-TZVPD def2/J DEFGRID3
* xyz 0 1
C 0.6520 -0.9930 0.7194
C 0.2143 0.2222 -0.0062
C 0.5351 1.5144 0.0689
C -1.0676 -0.1026 -0.7088
H 0.0096 -1.4751 1.3653
H 1.6017 -0.8017 1.2529
H 1.0282 -1.7861 0.0868
H 0.0342 2.1821 -0.4140
H 1.3949 1.8617 0.5536
H -1.4621 -1.1692 -0.6341
H -1.0326 0.0368 -1.8317
H -1.9078 0.5104 -0.4521
*
```

---

Density functional theory data (ωB97M-V/def2-TZVPD) for a 2-piece molecular cluster, C4H8 overall at a distorted geometry.

Its SMILES is C=C.C=C.

```
! RIJCOSX wB97M-V def2-TZVPD def2/J DEFGRID3
* xyz 0 1
C -1.1680 -0.2273 1.6808
C -1.8114 0.0800 0.5500
H -0.1204 0.0192 1.6904
H -1.7624 -0.7450 2.4161
H -1.4031 0.5769 -0.3152
H -2.8772 -0.1261 0.5193
C 1.5279 -0.5082 -0.8007
C 1.4724 0.6655 -1.4206
H 1.0917 -0.7196 0.1572
H 2.2610 -1.2498 -1.1032
H 0.8626 1.4659 -1.0171
H 1.8853 0.8094 -2.4091
*
```

---

no.,frontier orbital gap (eV),HOMO (Eh)
1,11.54,-0.37413
2,10.99,-0.35599
3,10.39,-0.34033
4,11.42,-0.37154